a:
Entry from the OMol25 dataset: the molecule C4H11NS (wB97M-V/def2-TZVPD).

Computed properties:
HOMO energy = -8.9 eV
gap between HOMO and LUMO = 9.83 eV

Atoms and positions in Å:
N -2.29 -1.11 0.32
C -1.34 -0.35 1.13
C -0.96 0.93 0.27
C -0.52 0.53 -1.13
C 0.87 -0.25 -1.13
S 2.07 0.14 0.25
H -2.43 -1.99 0.80
H -3.18 -0.62 0.29
H -0.46 -0.96 1.32
H -1.65 0.02 2.14
H -0.21 1.44 0.87
H -1.83 1.61 0.18
H -1.10 -0.13 -1.78
H -0.38 1.48 -1.63
H 0.70 -1.31 -1.06
H 1.30 0.10 -2.08
H 3.01 0.67 -0.52

***

b:
Entry from the OMol25 dataset: the molecule C4H11NS (wB97M-V/def2-TZVPD).

Computed properties:
HOMO energy = -8.7 eV
gap between HOMO and LUMO = 9.70 eV

Atoms and positions in Å:
C -0.45 -1.46 0.93
C 0.58 -0.84 0.03
N 0.14 -1.13 -1.38
C 0.62 0.71 0.25
C -0.54 1.43 -0.43
S -0.78 3.11 0.18
H -1.49 -1.15 0.87
H -0.27 -1.37 2.01
H -0.51 -2.56 0.85
H 1.59 -1.23 0.14
H 0.96 -1.32 -1.92
H -0.49 -1.93 -1.39
H 0.59 0.87 1.33
H 1.52 1.17 -0.15
H -0.49 1.32 -1.51
H -1.47 0.89 -0.27
H 0.50 3.48 0.47

***

Which is more stable than every other structure shown? b is more stable than every other one.